(1)
DFT (the ωB97M-V functional and the def2-TZVPD basis) results for 11 unconnected molecules or ions with the total composition C33H64N3O17 at a distorted geometry.

The geometry in XYZ format:
```
117
Properties=species:S:1:pos:R:3
C 43.5340 25.6290 49.5490
C 44.1450 25.7620 48.2460
O 44.0980 24.8890 47.4840
N 44.8320 27.1170 47.9140
H 43.8510 27.6730 47.8740
H 45.4030 27.4850 48.6300
C 45.5960 27.2780 46.5920
H 44.3270 25.5310 50.4320
H 42.8000 24.8020 49.6170
H 42.9090 26.3650 49.6850
H 46.3320 26.4580 46.4750
H 45.8960 28.1880 46.5060
H 45.0770 26.8020 45.7790
N 43.0760 30.1860 47.6830
O 43.8980 31.1300 47.9150
O 42.7640 29.5180 48.6260
O 43.3940 29.5790 46.6410
N 46.0400 27.9170 51.0260
O 44.8620 28.1550 51.0470
O 46.5180 27.5700 49.9180
O 46.7140 28.5910 51.8410
C 44.3780 26.7270 42.2060
C 44.5960 28.2250 42.6890
C 43.2460 28.9540 42.9570
O 45.5750 28.3730 43.6970
H 43.7690 25.9550 42.9240
H 45.2150 26.1510 42.0580
H 43.7360 26.7460 41.4460
H 44.9850 28.6280 41.6890
H 42.3750 28.8380 42.3680
H 43.4190 30.1620 43.3090
H 42.9250 28.5500 43.9400
H 45.9630 29.3310 43.8450
C 46.5800 23.9580 44.0290
C 47.2480 23.2730 45.2320
C 47.9830 22.0130 44.7100
O 48.0250 24.2040 45.9050
H 45.9890 24.6490 44.3870
H 46.0280 23.5200 43.2270
H 47.2820 24.4830 43.3170
H 46.3900 22.7550 45.8670
H 48.3850 21.3900 45.6590
H 48.6440 22.3950 43.8750
H 47.4270 20.9880 44.4470
H 47.7580 23.9290 46.8240
C 39.7540 25.6780 52.6640
C 40.5200 24.4790 52.0860
C 40.0430 24.0920 50.7420
O 41.9050 24.9580 51.9370
H 39.9850 25.9290 53.5350
H 38.6840 25.2490 52.9010
H 39.7740 26.6420 52.2980
H 40.7980 23.7020 52.8630
H 40.7560 23.4960 50.3010
H 39.5450 24.8730 50.1850
H 39.2120 23.2940 50.8060
H 42.1420 25.2910 52.7030
C 39.1130 27.6400 46.1390
C 40.4610 27.7510 46.9150
C 40.2590 26.8710 48.1560
O 41.4900 27.6170 46.1180
H 38.9350 26.6750 45.9830
H 39.3670 28.0790 45.1020
H 38.1630 28.2760 46.4290
H 40.5470 28.6260 47.4020
H 39.6090 27.1590 48.9600
H 41.0780 26.9040 48.7040
H 40.0250 25.8290 47.6290
H 42.1650 28.3410 46.1350
C 49.9460 27.1810 46.2680
C 49.7770 26.9220 44.7340
C 50.7540 27.7070 43.9840
O 49.8890 25.6240 44.4120
H 49.2900 26.4950 46.7820
H 49.5060 28.1320 46.6990
H 50.7940 26.8740 46.4520
H 48.7390 27.4140 44.4660
H 50.5090 27.8930 42.9170
H 51.7100 27.2580 44.1610
H 50.9380 28.7130 44.5400
H 49.3390 25.0430 44.7690
C 48.0150 31.0370 44.5210
C 47.0900 31.1990 45.7080
C 47.0320 32.5970 46.1730
O 45.8440 30.7950 45.2000
H 48.9980 31.3490 44.7620
H 47.4160 31.7550 43.8440
H 47.8800 30.0110 43.8990
H 47.2970 30.5060 46.5490
H 48.1170 33.1580 46.4860
H 46.4420 32.8910 46.9940
H 46.5530 33.1990 45.6130
H 45.1290 30.9900 45.8580
C 41.9090 20.3270 49.8310
C 41.7860 20.2790 51.2500
C 42.4960 21.2570 52.2080
O 42.2200 21.3200 53.3340
C 43.4140 22.1010 51.5690
C 43.6240 22.1360 50.1050
C 42.8790 21.1480 49.2020
O 43.2290 21.0670 48.0700
H 41.1930 19.4990 49.1470
H 41.2440 19.5680 51.7450
H 44.2810 22.5700 52.0670
H 44.2120 22.9330 49.5470
C 46.2060 24.8990 52.9460
C 47.5430 24.1780 52.9220
C 47.4870 22.7000 53.2300
O 48.6360 22.0410 53.4370
C 46.2710 22.1300 53.6330
C 44.9700 22.8530 53.6700
C 44.8970 24.0920 53.1710
O 43.8780 24.7270 52.9720
H 46.1440 25.9880 52.8630
H 48.4880 24.7790 52.7420
H 46.2620 21.0690 53.9570
H 44.0200 22.1040 53.8210
```

Summary:
Lowest unoccupied orbital energy: -0.0348 Eh
Max |F|: 11.21 eV/Å
Relative energy (zero: lowest compared OMol25 entry of this formula, charge and spin): 135.7 kcal per mole
Total charge: -1
Kohn-Sham gap: 0.1838 Eh

***

(2)
DFT (the ωB97M-V functional and the def2-TZVPD basis) results for a molecular structure, C33H65N4O2PSSbSi3Sn.

The geometry in XYZ format:
```
111
Properties=species:S:1:pos:R:3
Sn -0.2534 -0.1725 0.0395
C 6.1043 -0.6398 2.3688
Si 5.9268 -0.5704 0.4955
C 7.3310 0.4189 -0.2660
C 5.9884 -2.3270 -0.1905
Sb 3.5188 0.2470 0.1184
Si 3.7140 2.6833 0.9412
C 2.9578 3.8772 -0.3038
C 2.6592 2.7129 2.5042
C 5.4567 3.2812 1.3192
Si 3.3949 0.5229 -2.4293
C 1.9820 1.6719 -2.9250
C 5.0034 1.1091 -3.2067
C 2.9667 -1.1869 -3.1113
H 7.0664 -1.0557 2.6521
H 5.3286 -1.2665 2.7993
H 6.0239 0.3415 2.8247
H 8.2720 -0.0629 -0.0163
H 7.3721 1.4327 0.1055
H 7.2583 0.4598 -1.3452
H 6.9921 -2.7291 -0.1112
H 5.7038 -2.3628 -1.2375
H 5.3249 -2.9820 0.3632
H 1.9283 3.6116 -0.5261
H 3.5176 3.8923 -1.2310
H 2.9769 4.8832 0.1059
H 1.6496 2.3699 2.2671
H 2.5906 3.7127 2.9280
H 3.0631 2.0521 3.2685
H 6.0307 3.4074 0.4047
H 6.0099 2.6252 1.9780
H 5.3910 4.2539 1.8025
H 2.2277 2.7152 -2.7902
H 1.0764 1.4745 -2.3494
H 1.7597 1.5140 -3.9798
H 5.3702 2.0226 -2.7514
H 4.8592 1.2974 -4.2667
H 5.7761 0.3556 -3.1089
H 2.0840 -1.5960 -2.6206
H 3.7806 -1.8920 -2.9884
H 2.7489 -1.1158 -4.1734
C -2.2780 -0.9987 0.5239
C -3.3720 -0.2461 1.1683
C -4.3342 0.4293 0.4117
C -5.3631 1.1184 1.0149
C -5.4503 1.1546 2.4054
C -4.5177 0.4644 3.1774
C -3.4953 -0.2249 2.5605
C -6.4686 1.9249 3.0381
N -7.2631 2.5604 3.5638
H -2.5818 -1.3896 -0.4644
H -1.9883 -1.8751 1.1287
H -4.2846 0.3905 -0.6666
H -6.1086 1.6260 0.4202
H -4.6047 0.4695 4.2553
H -2.7835 -0.7722 3.1688
O -0.4969 2.1102 -0.1696
P -1.4554 3.2764 -0.2104
N -2.1363 3.4903 1.2613
C -1.4796 3.0005 2.4793
C -2.2546 3.6756 3.6052
C -2.6994 4.9954 2.9906
C -3.0405 4.6042 1.5584
N -2.5504 3.0077 -1.4011
C -2.3924 1.9505 -2.3995
C -3.5584 2.1823 -3.3597
C -3.7682 3.6885 -3.2910
C -3.5561 3.9842 -1.8105
N -0.7356 4.7067 -0.6144
C -0.2568 4.9346 -1.9882
C 0.8905 5.9352 -1.8417
C 0.5937 6.6270 -0.5207
C 0.0643 5.4852 0.3349
H -0.4231 3.2889 2.4996
H -1.5404 1.9126 2.5378
H -1.6460 3.8023 4.4977
H -3.1267 3.0753 3.8682
H -1.8783 5.7136 3.0057
H -3.5470 5.4434 3.5050
H -2.8938 5.4231 0.8493
H -4.0762 4.2679 1.4839
H -2.4400 0.9582 -1.9354
H -1.4307 2.0341 -2.9151
H -4.4518 1.6643 -3.0030
H -3.3391 1.8219 -4.3639
H -4.7496 4.0013 -3.6430
H -3.0114 4.2020 -3.8885
H -4.4789 3.8384 -1.2441
H -3.2025 4.9997 -1.6257
H -1.0693 5.3404 -2.5963
H 0.0803 4.0054 -2.4480
H 0.9423 6.6238 -2.6817
H 1.8416 5.4054 -1.7797
H -0.1864 7.3779 -0.6517
H 1.4640 7.1113 -0.0847
H -0.5534 5.8228 1.1633
H 0.8942 4.8884 0.7385
O 0.2326 -2.4581 -0.3881
S 0.6042 -3.7227 -1.1416
C 2.3818 -3.9569 -0.8429
C 2.5254 -4.8861 0.3539
C 1.4001 -5.9084 0.2126
C 0.1380 -5.0950 -0.0386
H 2.7871 -2.9558 -0.7038
H 2.7964 -4.3865 -1.7531
H 2.4068 -4.3200 1.2793
H 3.5096 -5.3515 0.3702
H 1.2843 -6.5369 1.0935
H 1.5993 -6.5665 -0.6357
H -0.2041 -4.5896 0.8631
H -0.6862 -5.6470 -0.4814
```

Summary:
Lowest unoccupied orbital energy: -0.1195 Eh
Max |F|: 0.58 eV/Å
Relative energy (zero: lowest compared OMol25 entry of this formula, charge and spin): 0.0 kcal per mole
Total charge: +1
Kohn-Sham gap: 0.2284 Eh

***

(3)
DFT (the ωB97M-V functional and the def2-TZVPD basis) results for 8 unconnected molecules or ions with the total composition C33H66NO25PS at a distorted geometry.

The geometry in XYZ format:
```
127
Properties=species:S:1:pos:R:3
C -2.8049 3.4386 -1.0392
S -2.7529 4.5292 0.5174
O -1.7689 5.7189 0.4090
O -4.1949 5.1524 0.6699
C -2.4461 3.4769 2.0619
C -3.6073 3.4578 3.2313
C -2.6033 3.5751 4.5504
O -3.0553 3.9906 5.7369
O -1.2412 3.1337 4.1292
C -0.9269 3.4876 2.7055
P 0.0732 1.9094 2.1962
N 0.8619 1.4653 3.5769
H -1.7321 2.9278 -1.1149
H -2.9984 4.1320 -1.9676
H -3.6693 2.6324 -0.8795
H -2.4850 2.3758 1.6053
H -4.4421 4.2781 3.2297
H -4.0449 2.3559 3.1228
H -0.3088 4.4829 2.7224
H 1.0647 2.2021 1.1514
H -0.8602 0.8744 1.7450
H 1.8866 1.4556 3.3940
C 6.5196 0.5361 -0.6269
C 5.5871 -0.2516 -1.5311
O 4.9739 -1.3336 -0.8197
C 3.9593 -0.9901 0.0115
O 3.5310 0.1406 0.1944
O 3.5191 -2.1134 0.6305
C 2.5166 -1.8736 1.6148
H 7.2502 -0.1281 -0.1547
H 7.0515 1.3049 -1.1946
H 5.9694 1.0275 0.1814
H 6.1668 -0.6970 -2.3468
H 4.8271 0.3917 -1.9897
H 1.6790 -1.3031 1.2004
H 2.9542 -1.3507 2.4712
H 2.1374 -2.8407 1.9569
C -8.9731 0.3034 -2.7626
C -8.1681 -0.6004 -1.8446
O -7.2380 0.1586 -1.0625
C -7.7673 0.8360 -0.0141
O -8.9453 0.8469 0.3142
O -6.7699 1.5263 0.5922
C -7.2141 2.3679 1.6532
H -8.3084 0.9200 -3.3758
H -9.6180 -0.2873 -3.4195
H -9.6048 0.9904 -2.1913
H -7.5784 -1.2967 -2.4505
H -8.8164 -1.2043 -1.1990
H -7.8026 1.8076 2.3872
H -7.7954 3.2020 1.2475
H -6.3326 2.7735 2.1576
C 0.0142 8.4912 0.1497
C 1.2338 9.3301 -0.1914
O 1.2443 9.6807 -1.5806
C 0.3967 10.6754 -1.9420
O -0.3538 11.2873 -1.1952
O 0.5010 10.8558 -3.2819
C -0.4195 11.8081 -3.8083
H -0.0490 7.6184 -0.5077
H 0.0555 8.1524 1.1889
H -0.9109 9.0591 0.0120
H 2.1393 8.7421 -0.0063
H 1.2981 10.2269 0.4359
H -0.3502 12.7644 -3.2796
H -1.4378 11.4098 -3.7545
H -0.1696 11.9780 -4.8593
C -2.2881 -4.0663 3.0996
C -2.4405 -2.5555 3.1405
O -2.6076 -2.0199 1.8221
C -3.8378 -2.1795 1.2747
O -4.7954 -2.7251 1.8046
O -3.8167 -1.6567 0.0237
C -5.0261 -1.8544 -0.7038
H -1.4794 -4.3536 2.4202
H -2.0729 -4.4610 4.0967
H -3.1983 -4.5485 2.7303
H -1.5262 -2.1117 3.5490
H -3.2668 -2.2483 3.7920
H -5.8930 -1.4894 -0.1434
H -5.1432 -2.9148 -0.9491
H -4.9580 -1.2889 -1.6374
C -2.0552 -7.3468 -3.0776
C -2.6025 -8.4358 -2.1710
O -2.7407 -7.9631 -0.8255
C -3.8087 -7.1614 -0.5911
O -4.6473 -6.8219 -1.4139
O -3.7716 -6.7741 0.7079
C -4.7876 -5.8384 1.0593
H -1.1222 -6.9419 -2.6732
H -1.8685 -7.7369 -4.0823
H -2.7543 -6.5091 -3.1607
H -1.8943 -9.2709 -2.1422
H -3.5543 -8.8331 -2.5426
H -5.7821 -6.2101 0.7916
H -4.5911 -4.8768 0.5745
H -4.7558 -5.6925 2.1427
C 7.9377 -1.3400 6.7536
C 6.4204 -1.4129 6.7448
O 5.9004 -1.1416 5.4375
C 6.0044 -2.1544 4.5420
O 6.4889 -3.2566 4.7561
O 5.5058 -1.7251 3.3563
C 5.6522 -2.6657 2.2955
H 8.2795 -0.3806 6.3527
H 8.3253 -1.4602 7.7693
H 8.3775 -2.1206 6.1254
H 6.0184 -0.6425 7.4117
H 6.0583 -2.3795 7.1138
H 5.2319 -3.6400 2.5654
H 6.7091 -2.7618 2.0272
H 5.1079 -2.2858 1.4264
C 7.7475 -4.9813 -6.9999
C 7.0429 -5.0188 -5.6547
O 6.9319 -3.7041 -5.0958
C 5.9691 -2.9160 -5.6347
O 5.2018 -3.2307 -6.5334
O 6.0221 -1.7053 -5.0263
C 5.1249 -0.7443 -5.5767
H 8.7139 -4.4745 -6.9146
H 7.9085 -5.9938 -7.3811
H 7.1632 -4.4264 -7.7402
H 7.6380 -5.6123 -4.9522
H 6.0581 -5.4951 -5.7253
H 4.0983 -1.1243 -5.5998
H 5.4546 -0.4605 -6.5812
H 5.1474 0.1454 -4.9410
```

Summary:
Lowest unoccupied orbital energy: -0.0053 Eh
Max |F|: 9.25 eV/Å
Total charge: 0
Kohn-Sham gap: 0.3220 Eh
SMILES: CS(=O)(=O)[C@@H]1CC(=O)O[C@H]1[PH2]=N.CCOC(=O)OC.CCOC(=O)OC.CCOC(=O)OC.CCOC(=O)OC.CCOC(=O)OC.CCOC(=O)OC.CCOC(=O)OC

***

(4)
DFT (the ωB97M-V functional and the def2-TZVPD basis) results for a molecular structure, C33H66O11 at a distorted geometry.

The geometry in XYZ format:
```
110
Properties=species:S:1:pos:R:3
C 4.2425 -1.3488 -3.6077
C 2.9622 -1.7915 -4.2999
O 2.1440 -0.9529 -4.6325
C 2.9235 -3.1693 -4.8573
H 4.3535 -1.8858 -2.6567
H 4.1853 -0.2959 -3.3362
H 5.1633 -1.5591 -4.1499
H 2.7157 -3.1317 -5.9285
H 2.1021 -3.7883 -4.4894
H 3.8772 -3.6672 -4.6890
C -5.7424 1.9339 2.9047
C -4.3425 1.4081 3.1599
O -4.1786 0.6221 4.0570
C -3.1687 1.9499 2.3886
H -6.0286 2.6840 3.6435
H -6.4093 1.0840 3.0296
H -5.8408 2.4070 1.9295
H -3.0018 2.9631 2.7794
H -3.4454 2.1796 1.3591
H -2.2489 1.3889 2.5126
C 1.3826 3.6226 2.8521
C 0.2004 3.2539 3.7249
O -0.0560 2.0877 3.9463
C -0.5541 4.3331 4.4406
H 1.1195 4.5667 2.3693
H 1.6132 2.8248 2.1545
H 2.2004 3.8596 3.5369
H -1.5502 3.9414 4.6497
H -0.6190 5.2671 3.8864
H -0.0937 4.4860 5.4188
C 0.2249 4.9239 -3.0163
C 0.6651 4.8298 -1.5717
O 1.1318 5.7991 -1.0185
C 0.6567 3.5028 -0.8574
H 1.1744 4.8638 -3.5563
H -0.3260 5.8259 -3.2512
H -0.3231 4.0204 -3.2896
H -0.3566 3.2683 -0.5295
H 1.2495 3.5902 0.0520
H 1.1956 2.7542 -1.4404
C 0.4816 -3.8567 2.6638
C 1.1432 -2.5102 2.8634
O 2.2589 -2.3122 2.4344
C 0.5152 -1.4744 3.7872
H -0.6036 -3.8771 2.7079
H 0.9365 -4.5815 3.3406
H 0.7598 -4.2142 1.6682
H -0.3598 -0.9753 3.3830
H 1.3219 -0.7763 3.9946
H 0.2551 -2.0121 4.7029
C 3.3134 -3.2507 -0.4805
C 4.4649 -3.3895 -1.4390
O 4.4601 -2.8549 -2.5241
C 5.6448 -4.2485 -1.0259
H 3.6852 -2.6879 0.3797
H 2.9826 -4.2220 -0.1182
H 2.5455 -2.6691 -0.9800
H 5.8192 -4.4473 0.0286
H 6.5262 -3.7775 -1.4626
H 5.5010 -5.2169 -1.5132
C -0.7444 0.1483 -4.8758
C -1.5230 -0.0972 -3.6040
O -2.0932 0.7859 -2.9999
C -1.6161 -1.5309 -3.1145
H -1.1984 0.7346 -5.6757
H -0.6023 -0.8218 -5.3596
H 0.2411 0.5551 -4.6623
H -2.3362 -1.4963 -2.3001
H -0.6833 -1.9280 -2.7165
H -1.9105 -2.0945 -4.0008
C 1.7158 -0.7383 -1.2182
C 0.5069 -1.1349 -0.3977
O 0.1071 -2.2660 -0.3368
C -0.2757 -0.0141 0.2889
H 2.5504 -0.3740 -0.6239
H 1.4703 -0.1242 -2.0835
H 2.0562 -1.7062 -1.6073
H -1.1603 0.1465 -0.3388
H 0.2014 0.9623 0.3580
H -0.5997 -0.3026 1.2884
C 5.5649 0.9563 0.4872
C 4.3375 1.3279 1.2705
O 3.2656 1.4447 0.7278
C 4.4102 1.4831 2.7652
H 5.5537 1.5237 -0.4419
H 5.6258 -0.1260 0.3469
H 6.5288 1.1447 0.9688
H 4.7550 2.5134 2.9153
H 4.9475 0.7490 3.3579
H 3.3874 1.5221 3.1442
C -5.2379 -2.1784 1.6641
C -3.9865 -2.6666 2.3409
O -4.0221 -3.6204 3.0715
C -2.7356 -1.8717 2.0837
H -5.9253 -3.0019 1.4659
H -5.1802 -1.7389 0.6619
H -5.7023 -1.3865 2.2549
H -1.8096 -2.2725 2.4724
H -2.8670 -0.8543 2.4668
H -2.5944 -1.6863 1.0135
C -5.6199 -0.3242 -2.7158
C -5.8262 0.3150 -1.3922
O -6.7410 0.0404 -0.6400
C -4.8686 1.3763 -0.9415
H -5.4738 0.3619 -3.5458
H -6.3329 -1.1262 -2.8757
H -4.6192 -0.7677 -2.5800
H -4.5916 2.0826 -1.7243
H -3.9681 0.8556 -0.5930
H -5.2295 1.9248 -0.0775
```

Summary:
Lowest unoccupied orbital energy: 0.0116 Eh
Max |F|: 15.97 eV/Å
Relative energy (zero: lowest compared OMol25 entry of this formula, charge and spin): 169.1 kcal per mole
Total charge: 0
Kohn-Sham gap: 0.2890 Eh